Entry 1:
Computed, not measured: a 2-piece molecular cluster, C28H55FN3O8PS overall at a distorted geometry, with the ωB97M-V functional and the def2-TZVPD basis.

The geometry in ORCA input format:
```
! wB97M-V def2-TZVPD RIJCOSX def2/J DEFGRID3
* xyz 0 1
H 3.72862 -0.22554 -2.56289
H -6.13779 1.97900 -1.96000
C 3.91153 -6.26653 1.97290
H -4.02619 1.52778 -1.86906
C -7.90367 1.41148 -0.63218
C -4.04874 0.60183 -1.16048
C 2.79576 3.31973 -4.50112
H 3.98541 6.52791 0.79385
H -2.92774 0.22966 0.82807
H 5.44540 -6.62017 3.87792
H 3.09573 -6.75726 2.51397
C -12.52980 2.45453 -2.31908
C 4.93210 -2.20869 4.42517
H 6.45725 -2.58880 1.48075
O 3.57199 3.26422 -5.53441
H 1.20101 -4.93188 1.93263
C -1.48598 -0.05600 -0.86420
H 3.71347 1.82783 -1.95194
H 0.41695 -3.51536 2.67306
N 4.44728 -5.14773 2.73444
C 2.24284 -4.23358 4.34365
H 4.11298 -1.49123 4.30834
H 3.29792 2.60286 1.21064
H 3.80378 4.90525 -3.76511
H 6.20063 -5.05359 3.91956
H 2.64899 3.11621 -1.15995
C 0.59139 2.53372 -3.18988
H 2.97440 -3.93685 5.08988
C 6.23031 -2.11513 2.44136
C 1.32930 -3.87297 2.18503
H 4.68467 -7.00885 1.75079
C 3.82835 1.98685 0.37494
H 3.51873 -5.92836 1.00957
H -12.84887 1.53678 -1.67140
H 0.64801 3.65068 -2.86136
H 3.45084 -2.02945 -2.00352
P 3.98352 -3.52773 2.18273
H -10.57489 1.98160 -0.09425
H -0.37809 2.46654 -3.83564
H -0.52075 -0.19747 -2.91924
O 2.90145 4.50284 -3.69812
C 4.62308 5.57917 0.60042
C 0.39392 1.66899 -1.83774
C 1.80785 2.06395 -4.13994
H 5.87802 -1.09810 2.24239
H -10.72911 0.88733 -1.60180
C 5.28372 2.73013 0.18305
C -8.87117 2.25970 -1.63443
H 4.70321 -5.35133 4.82738
O -0.69490 2.39537 1.73020
C 5.22633 -5.54634 3.88932
H -2.55810 1.84272 0.00530
H 5.80110 -1.66729 4.81285
H 5.72213 2.59127 -0.87061
H 2.50714 -0.75532 -0.03134
C -0.84268 0.64065 -2.17356
C 1.96518 -0.50619 -1.04418
H 2.19237 -5.32898 4.32509
N 2.50451 -3.67154 3.03535
O 1.25745 1.27953 0.38071
H -13.32724 3.27596 -2.18255
H 2.49594 1.25813 -3.69676
H 1.28557 -3.87079 4.73413
H -5.13069 0.68413 0.82872
H -5.90684 -0.47963 -0.50157
C -2.73822 0.72929 -0.21192
F 2.08860 -1.24535 -3.39979
H -1.90236 -1.09063 -1.21771
H 1.41390 -3.31780 1.24690
H 7.17055 -2.05457 2.99607
C 1.67585 1.09852 -1.03976
H -12.49964 2.14078 -3.44465
C 5.01019 4.31711 0.45841
H -8.19074 1.59066 0.47281
H -3.92144 -0.37221 -1.77647
S 0.27154 2.63279 0.59622
H -0.73655 -0.29741 -0.02216
H 6.00643 2.38564 1.03165
H -1.71671 1.19573 -2.71450
H 4.68519 -2.92001 5.21112
O 3.60271 -2.12639 1.65747
O 1.06364 3.87021 0.96220
H -8.04169 0.29102 -0.91723
C -10.42614 1.95174 -1.24686
C 2.95138 -0.99680 -2.21663
H 3.97117 0.88098 0.67679
H -6.03311 2.73535 -0.22274
H 1.46786 1.65475 -5.17860
H -8.72864 3.40078 -1.45103
C -5.43440 0.54223 -0.27168
N 5.23734 -2.90334 3.18113
O -0.32205 2.65140 -0.97528
C 3.04105 2.02069 -1.04008
O -11.26864 3.00016 -1.84314
H -8.72266 1.99269 -2.74543
C -6.34487 1.79563 -0.82751
H 1.01557 -1.14937 -1.10342
*
```

Output
* orbital gap: 6.86 eV
* HOMO level: -8.30 eV
* SMILES string: C#CCCC[C@@]1(CCF)OS(=O)(=O)O[C@@]1(CCCCCCCCCOC)CCC(=O)O.CN(C)P(=O)(N(C)C)N(C)C

Entry 2:
Computed, not measured: C28H55FeO2Si4Te as an isolated structure at a distorted geometry, with the ωB97M-V functional and the def2-TZVPD basis.

The geometry in ORCA input format:
```
! wB97M-V def2-TZVPD RIJCOSX def2/J DEFGRID3
* xyz 0 6
H 1.33117 2.21972 -5.81732
H 2.65324 -0.58702 0.61684
H 1.65867 -1.95286 -8.67563
C 1.32547 -1.24617 -1.08693
C 0.11721 1.03163 -9.69145
C 0.27509 -0.38034 -9.07477
C 0.81441 2.22119 -3.71345
H -3.44798 2.75926 4.93115
H 2.52364 -2.26839 4.85736
H -1.99318 0.10327 -2.49514
C -2.02328 -0.02438 -1.41016
C 2.34800 0.50110 6.80161
H -3.45910 1.00418 4.67715
H -0.54704 0.65698 -6.30549
C 1.81762 -1.17629 0.26654
C 0.25192 0.07893 -4.37892
C 1.11213 -2.17305 1.03812
Si -0.87433 -1.77077 4.84235
C -0.95832 -1.26000 -9.16544
H -0.05179 -2.69692 -2.07397
H -0.90755 -2.82849 7.03734
H 1.17716 2.07195 -8.07261
H 2.03325 1.51167 7.09537
H -0.80857 -1.07306 7.29103
C -2.91605 1.92758 4.44667
C 0.43608 2.32901 -5.19086
H 0.64789 -1.99677 6.85146
C 3.27726 1.66986 4.12639
H 1.69206 -0.64991 -1.91200
H -0.61952 1.99278 -7.88990
C 0.37162 -2.30039 -1.15124
H -2.30895 0.93640 1.77510
H 1.36544 -2.48692 2.04976
H 1.75142 -0.21732 7.37587
H -1.69232 0.84082 7.30617
H 1.66554 2.82378 -3.38733
C -2.13042 -1.29023 -0.73391
H 2.85997 2.65880 4.36756
H 2.45043 -0.48309 -9.22617
C -2.09447 0.39825 0.86293
H 3.09556 -1.52919 3.34495
Te 0.53295 1.03316 1.69266
H -0.47990 -0.47247 -3.75385
H -0.82065 -2.11879 -8.49830
C 0.19322 -2.85053 0.16606
H -0.05244 3.26495 -5.44419
H 3.39772 0.37907 7.10901
H 1.54770 -1.54209 -10.41667
H -1.02494 4.40229 5.09240
H 0.62958 3.75468 5.07768
H -0.41985 -3.71400 0.43203
H -0.15765 1.72556 7.43327
Fe -0.27474 -0.78772 0.24844
H 4.08212 -1.42122 4.81537
H -2.36511 -1.75887 1.49509
Si -1.14332 1.95628 5.09890
H -1.99964 2.06144 -0.65782
H -3.14670 -2.66331 4.70677
H -1.48540 1.28108 -4.96713
H -0.07762 2.49560 -3.10277
H 3.34137 1.59241 3.03290
C 0.27947 1.47247 -8.25730
H 4.30193 1.63211 4.52964
C -2.19005 -1.04573 0.68655
O 0.45530 0.13023 -7.70539
H -0.80756 -4.19323 4.47873
H 0.82821 -0.65061 -4.96787
H -2.96421 2.09037 3.36377
H -3.22736 -0.98619 5.28636
H -0.51933 -3.36806 2.93331
H -1.85202 -0.70518 -8.84452
C -0.37772 3.62623 4.65965
C -0.43367 -1.90245 6.67837
C -2.73883 -1.65217 4.56333
H 0.92856 1.36039 -10.32942
H -3.00114 -1.32096 3.54867
C -2.02805 0.99882 -0.44969
C 1.56520 -1.12486 -9.39510
O 1.18047 0.81925 -3.55298
C -0.45938 1.07486 -5.30344
H -0.32415 3.79525 3.57715
C 3.05021 -1.40230 4.43474
Si 2.30527 0.26205 4.92642
H -1.10031 -1.62713 -10.19476
H -0.85008 1.28978 -10.11382
H -1.69553 2.60850 7.38819
C -1.15666 1.74048 6.97925
C -0.27834 -3.35112 4.00556
H -2.30130 -2.25323 -1.20312
Si 0.11561 0.24770 4.08408
H 0.79939 -3.52849 4.12481
*
```

Output
* orbital gap (alpha / beta): 6.36 / 6.26 eV
* HOMO level (alpha / beta): -5.79 / -7.40 eV

Entry 3:
Computed, not measured: an isolated ion of composition C28H55N2O2 and charge +1 at a distorted geometry, with the ωB97M-V functional and the def2-TZVPD basis.

The geometry in ORCA input format:
```
! wB97M-V def2-TZVPD RIJCOSX def2/J DEFGRID3
* xyz 1 1
H -0.54312 7.55757 0.68009
C 0.93988 0.34106 2.23539
C 1.13185 3.62396 1.78453
H -2.00695 6.50064 1.07959
C 1.78025 -4.70370 -1.88208
C 3.86693 -0.66903 -1.66537
H -3.51161 -2.57981 1.46860
H 2.30782 -5.70264 -1.85148
H -3.71854 2.77526 -3.63514
H 1.25295 -0.02099 -4.08707
C -2.17680 -1.13599 2.49442
C -0.20397 1.39518 1.96219
H -0.55375 -3.01156 2.05605
H -0.74851 5.11536 2.56417
H 0.47361 -5.08650 2.77186
H -4.53309 0.29096 -2.94242
H 1.49826 -2.03624 -1.61337
C -0.90804 6.50338 0.83773
C -1.44930 0.96709 1.00587
H -0.78027 5.95431 -0.14053
H 0.94736 3.71491 2.89032
H -1.73101 2.71392 3.17809
H 0.92335 -2.62493 -4.68809
O 0.90157 4.89284 1.17558
H -1.21583 -1.21322 3.09270
H 2.63732 -2.67795 -4.07223
H 3.61309 -1.76585 -1.59242
H -0.01554 -1.78177 -2.60379
N 0.41724 2.47312 1.11518
C -1.33118 1.68722 -0.43297
H -0.50929 0.22444 4.67868
C 1.12348 -1.78644 -2.64756
H -1.95168 3.07757 -3.13237
H 2.24774 3.42454 1.66913
C -1.97027 -0.52880 1.04728
H 1.91410 -5.00549 -4.06260
H -2.98357 -0.56817 3.05286
C 2.85452 -0.79683 0.74952
H 4.21790 0.75360 -0.02187
H -0.21843 -6.47123 1.69054
H 0.86729 -4.75714 -1.22623
C -0.83794 1.29370 4.52747
H 0.74543 -1.58153 1.03545
H 0.19272 3.16465 -0.85141
N -2.70925 2.15236 -0.73181
H -1.30682 -1.14708 0.36867
H 0.73654 -0.34658 3.11269
C -2.74967 -2.63439 2.30927
H -2.29852 1.56643 1.47561
H -3.18312 -3.04460 3.26088
H 0.21747 -4.62738 -3.51818
H 3.43837 -0.55924 1.69596
H 2.54309 -3.94464 -1.51022
H 3.63385 -0.78713 -3.86637
C 1.29800 -4.34538 -3.36809
C -4.10325 0.36458 -1.89500
C -1.52813 -3.49983 1.74074
H 0.86270 -0.06545 0.06821
H 2.56097 0.95983 -0.72003
C 1.29402 -0.58506 0.99117
C 3.19961 -0.14603 -3.03558
H -4.90469 0.51454 -1.10838
H 0.17611 -4.86346 0.94796
C -0.50456 2.98590 0.01503
H 3.46906 0.94381 -3.13016
H -2.42203 1.47241 -3.92409
C -3.15609 1.62449 -1.85934
C -2.76408 2.30872 -3.23109
C -0.02573 5.70364 1.92852
C 1.62018 -0.33379 -3.06597
H -1.08845 1.85311 5.47986
C 1.56052 -2.82837 -3.76811
O -1.51998 -4.84517 2.24299
C 3.32267 0.17713 -0.43110
H 1.90418 0.88687 2.51607
C -0.99536 1.85942 3.27016
C -0.19724 -5.36513 1.89774
H -3.48563 -0.55725 -1.68257
H 1.19603 0.40157 -2.29873
H -1.26261 3.76317 0.28850
H -2.99620 -0.52196 0.55227
H 4.99545 -0.59859 -1.75101
H 0.48775 6.51874 2.53431
H 2.99262 -1.88382 0.45912
H -0.84573 0.90539 -1.08661
H -1.58891 -3.44212 0.60261
H 1.17092 2.07087 0.52980
*
```

Output
* orbital gap: 7.78 eV
* HOMO level: -10.50 eV
* SMILES string: C=C[C@@]1(CCCCCCCCCCC)[C@H](CCCCOC)[C@@H](N=C(C)C)C[N@H+]1COCC

Entry 4:
Computed, not measured: a 10-piece molecular cluster, C28H56Br4O6 overall at a distorted geometry, with the ωB97M-V functional and the def2-TZVPD basis.

The geometry in ORCA input format:
```
! wB97M-V def2-TZVPD RIJCOSX def2/J DEFGRID3
* xyz 0 1
H 13.64907 -10.65366 4.13369
H 10.48692 -2.89382 -3.41126
C 10.67472 -3.74764 3.35703
H 13.56822 -4.05631 -7.84394
H 13.24089 -6.35841 -2.08152
H 10.84891 -1.62112 3.30726
H 19.39049 -2.01352 3.55615
C 10.23876 -3.75670 -2.78649
H 17.56369 -5.79629 -5.15890
H 17.91571 -2.52602 5.36852
H 9.06035 -7.72409 -1.65941
H 15.67291 -2.88907 -1.37356
C 12.46810 -4.28912 -6.02004
H 16.04157 -4.02033 4.61010
H 8.49228 -4.77435 -2.57906
H 16.72662 -9.64616 -4.91076
C 10.31285 -3.48589 -1.32010
C 13.49827 -9.05416 5.54978
C 13.91157 -7.37413 3.37398
H 14.07624 -6.76028 2.49266
H 11.57220 -9.39871 -5.68519
H 17.22017 -8.57627 -3.58779
C 13.66860 -9.58073 4.28551
C 7.96030 -6.76724 -0.12828
H 14.03892 -9.20533 2.23532
H 12.03894 -5.05988 -5.38535
C 18.24550 -4.99472 -5.46690
H 13.28857 -9.69613 6.39521
H 9.53438 -2.75756 -1.04652
C 15.06266 -3.71572 -1.02008
C 11.41204 -7.94445 -4.12527
H 15.85110 -8.21326 -4.64184
H 13.66839 -5.75720 4.82414
C 16.46452 -3.26493 3.93053
H 17.79215 -3.75927 -3.77181
C 17.84470 -3.67792 -4.86889
C 13.71831 -5.66100 -1.40143
C 14.08446 -4.90981 0.83833
H 15.78672 -2.41987 3.91102
H 16.47824 -3.76456 2.95950
H 11.63588 -3.65972 -6.33237
H 11.99250 -2.50771 2.24604
H 13.92376 -5.03369 1.90772
H 15.95721 -10.48821 -2.57933
H 10.07714 -6.85721 -0.51526
O 18.43653 -2.02801 3.42170
H 16.81749 -3.43813 -5.19194
H 9.34318 -8.41849 -0.08411
H 10.97792 -4.54640 -3.05290
H 14.64479 -10.32729 -3.72694
H 18.24726 -4.93488 -6.55230
O 11.70109 -8.93724 -3.11572
C 14.51930 -4.63674 -1.89083
Br 12.88626 -2.52307 4.52935
O 7.68992 -5.63862 -1.03004
H 7.05123 -5.06519 -0.59407
C 13.53730 -5.82419 -0.02886
Br 14.76585 -5.89221 -6.60570
C 13.86005 -8.75340 3.20448
H 12.61451 -5.56421 -7.71337
H 18.47366 -3.86902 4.36498
H 8.03436 -6.38428 0.90136
H 10.26497 -3.82436 4.35380
H 11.91608 -6.98956 -3.86911
H 13.26218 -7.25638 6.70222
C 11.46646 -2.49761 3.18623
C 14.85422 -3.85891 0.36370
H 11.25383 -3.04548 -0.97163
H 7.06832 -7.41348 -0.12116
H 15.26652 -3.12430 1.04332
H 10.12057 -4.37855 -0.73000
H 19.22813 -5.30276 -5.10013
C 16.35991 -9.02014 -4.08491
C 13.65211 -6.82636 4.63761
H 10.34503 -7.70730 -4.07520
O 18.77995 -2.63572 -5.28650
C 15.38917 -9.75618 -3.18253
H 14.68486 -4.59712 -2.95734
C 9.18325 -7.47424 -0.60185
H 15.25760 -8.25028 -1.87924
Br 9.20935 -3.71264 2.07762
H 11.42750 -7.70273 -6.25569
O 8.89925 -4.14312 -3.20303
H 12.93687 -8.33509 -5.55414
C 13.47533 -7.68251 5.72511
H 12.61688 -8.82764 -2.79474
Br 13.54224 -3.16293 -4.89341
O 14.66885 -8.89902 -2.27790
H 18.91837 -2.01465 -4.56678
H 11.25975 -4.62609 3.11527
H 12.99046 -6.68605 0.33755
C 17.86783 -2.95380 4.35840
C 13.23023 -4.84487 -7.18560
C 11.84356 -8.35990 -5.48886
*
```

Output
* orbital gap: 9.95 eV
* HOMO level: -9.46 eV
* SMILES string: c1ccccc1.c1ccccc1.BrCCBr.BrCCBr.CCO.CCO.CCO.CCO.CCO.CCO

Entry 5:
Computed, not measured: C28H56CrN2O27 as an isolated structure at a distorted geometry, with the ωB97M-V functional and the def2-TZVPD basis.

The geometry in ORCA input format:
```
! wB97M-V def2-TZVPD RIJCOSX def2/J DEFGRID3
* xyz 0 5
O -25.25011 -2.21341 -6.31405
C -21.87812 -1.03435 -3.67644
O -18.11617 -0.26525 -0.32728
C -22.74444 3.03033 -8.91049
C -17.54920 3.90058 2.02879
O -23.47127 -1.28480 -7.43285
C -21.00066 -2.76536 -0.17523
H -18.34616 3.15736 2.05299
H -22.49086 -1.40902 -2.85652
H -25.19316 6.68382 -0.36132
O -21.39947 4.65334 1.58589
H -16.66505 2.51442 -2.13174
O -17.85539 4.85679 -1.25720
H -26.61266 -1.64597 -7.76575
H -19.65593 8.39690 -0.43134
H -20.94367 -2.51500 -1.23455
O -19.14010 0.61825 -2.18418
H -18.12196 0.35119 1.61151
H -25.26606 3.95248 -1.45138
O -21.65954 4.95460 -2.69181
C -20.72110 8.54219 -0.25135
H -20.80725 9.36646 0.45663
H -21.27035 -1.91117 -3.89987
C -16.78991 -1.26583 1.35532
H -23.58418 2.33584 -8.88564
H -16.64673 3.45227 2.44433
H -21.18197 -0.33444 -3.21426
C -24.80250 5.66701 -0.32139
C -25.72543 4.91919 -1.24511
H -23.55426 2.89330 3.86302
H -22.42034 7.22508 0.11633
C -24.06150 -1.61118 -6.39858
C -19.24098 3.70252 -6.13196
C -26.07555 -2.53440 -7.43363
O -20.87799 1.95976 2.30103
O -20.63569 1.72139 -6.28736
H -19.99335 -3.02695 0.14880
H -24.01249 1.67692 2.71948
H -26.72353 -3.30636 -7.01855
O -22.83357 -1.28358 0.10068
O -19.42030 3.77121 0.03376
H -18.14424 5.04485 -3.25810
C -23.13456 -0.07152 -0.24689
H -25.78091 5.48325 -2.17616
O -21.35586 0.05787 3.12191
H -22.07077 4.55972 4.15141
H -20.43086 3.96302 4.45597
C -21.29199 1.68367 -7.43952
H -17.37281 -0.07829 -3.04605
O -24.90680 3.61827 2.58022
H -18.59821 -1.30189 -2.75239
C -18.03525 4.24819 -2.52219
H -19.01526 -1.09160 1.20106
H -26.76109 4.87057 -0.90873
H -17.91552 4.53653 2.83468
H -21.79642 -2.12319 1.70423
H -18.29181 3.16982 -6.07360
H -25.13449 2.09409 4.00187
C -20.99739 5.70130 2.08809
H -21.11944 6.34929 -0.51017
C -21.03918 4.85949 4.33597
C -21.33839 7.13491 0.21300
H -15.89102 3.90891 -2.91113
H -22.87960 0.63462 -4.58741
H -15.81026 -0.86236 1.09920
O -23.78575 -1.25335 -5.21112
O -17.46788 4.47450 0.73683
C -24.77714 1.08109 -1.67088
H -21.21549 8.88019 -1.16209
O -22.91017 3.36710 -3.51137
H -16.91976 2.86736 -3.81037
H -19.37210 4.05854 -7.15380
Cr -21.38141 2.75842 0.36247
H -24.84807 1.90786 -0.96411
H -22.10001 -0.35150 -5.75759
O -20.64596 5.80156 3.40474
O -23.44084 3.36992 0.80800
H -18.80899 -0.08217 -4.05914
H -22.22281 2.88269 -9.85611
O -20.82082 6.84478 1.53063
H -20.19994 2.78741 -4.45950
C -18.08417 -0.55770 1.01102
N -20.73135 1.12163 3.17337
C -18.44696 -0.26345 -3.04712
O -21.37106 0.58475 -8.08416
H -19.02040 4.63489 -5.61221
H -21.29421 3.60339 -5.51696
H -24.02625 1.39550 -2.39574
H -16.78556 -2.25449 0.89638
H -21.00692 -0.80484 0.92546
C -24.40696 2.50822 3.30381
O -20.03528 1.38359 4.08313
C -16.81505 3.33620 -2.83194
O -19.79709 1.31792 -0.15215
C -24.34864 3.98563 1.42360
H -18.90273 3.59170 -2.45430
O -21.69994 3.12358 -1.74516
H -23.24167 3.99366 -8.79715
O -21.79663 2.87917 -7.81436
O -22.42603 0.89594 -0.01061
O -24.29941 -0.04515 -0.96280
C -18.32638 4.33466 -0.16385
C -19.04669 0.57040 -0.82082
C -20.43189 2.93667 -5.51402
H -25.55046 -2.92196 -8.30667
C -21.62071 -1.68253 0.72289
N -22.08650 3.79895 -2.68595
O -24.99774 5.07680 0.96448
C -22.69622 -0.40805 -4.84686
H -23.75408 5.70429 -0.61723
H -21.58621 -3.67932 -0.07574
H -25.67821 0.84223 -2.23578
H -20.87995 5.25554 5.33890
H -16.73745 -1.40152 2.43556
*
```

Output
* orbital gap (alpha / beta): 8.60 / 9.32 eV
* HOMO level (alpha / beta): -8.17 / -8.90 eV